Record 1
156
Properties=species:S:1:pos:R:3:mulliken_charge:R:1 method="wB97M-V/def2-TZVPD" charge=0 e_lumo_ev=0.32 de_lowest_kcal_mol=52.42
C 2.06723 16.80363 -3.06804 -0.67
O 2.03526 17.65722 -4.18761 0.18
C 1.73179 18.93030 -4.03691 0.53
O 1.46179 19.47677 -2.99134 -0.61
O 1.75023 19.52401 -5.21707 -0.13
C 1.25804 20.86246 -5.34519 -0.77
H 2.41183 15.81618 -3.37452 -0.21
H 1.09501 16.62191 -2.60558 0.50
H 2.73785 17.17469 -2.29141 0.40
H 1.86288 21.48703 -4.68912 0.30
H 0.18295 20.87350 -5.17441 0.32
H 1.42927 21.13500 -6.38423 0.21
C -1.54820 12.84243 0.19004 -0.48
O -0.17821 12.50659 0.11674 -0.29
C 0.58788 13.33769 -0.58351 0.92
O 0.19469 14.34012 -1.11219 -0.60
O 1.82179 12.88160 -0.54280 -0.28
C 2.80934 13.64075 -1.23814 -0.27
H -1.75967 13.86451 0.50704 0.32
H -2.07259 12.19892 0.89089 0.26
H -1.97807 12.71565 -0.80672 0.01
H 2.54283 13.66569 -2.30177 -0.25
H 3.72187 13.05035 -1.24007 0.29
H 2.88123 14.65646 -0.86290 0.38
C 2.76154 9.70559 -0.42127 -0.34
O 3.87249 9.14941 0.26962 -0.17
C 3.80128 8.65121 1.49320 0.59
O 4.76104 8.14756 2.00229 -0.60
O 2.59516 8.79883 2.03334 -0.27
C 2.33239 8.08214 3.21788 -0.71
H 2.93321 9.69755 -1.49513 -0.03
H 2.54155 10.71085 -0.07559 0.38
H 1.87194 9.08792 -0.28097 0.30
H 2.66211 7.04070 3.17443 0.31
H 1.26514 8.09724 3.41599 0.25
H 2.86915 8.48597 4.08019 0.29
C 8.47389 14.10644 -9.85035 -1.52
C 7.38911 13.89447 -8.81610 0.84
O 7.44424 13.00912 -7.98888 -0.49
C 6.29050 14.90158 -8.79159 -0.32
H 8.08632 13.76202 -10.81337 0.41
H 9.41900 13.62842 -9.61712 0.37
H 8.59903 15.18467 -9.98018 0.38
H 6.01424 15.35915 -9.74238 0.41
H 6.68140 15.74342 -8.20509 0.23
H 5.39130 14.54903 -8.28896 -0.34
C 4.37374 13.66961 -5.50443 1.03
C 3.30918 12.77785 -4.94697 -0.10
O 2.15309 13.14415 -4.94386 -0.09
C 3.63992 11.36443 -4.51426 1.01
H 3.94122 14.20473 -6.35211 -0.82
H 5.26005 13.12244 -5.82392 -0.24
H 4.63970 14.45619 -4.79496 0.24
H 3.67886 10.71135 -5.37986 -1.00
H 2.90971 11.06397 -3.76263 -0.42
H 4.60406 11.32635 -3.99875 0.38
C 0.98729 10.76300 -7.17335 0.78
C 0.25837 9.65319 -7.87295 0.48
O 0.85112 8.70584 -8.33549 -0.58
C -1.25964 9.76216 -7.89390 -1.29
H 0.71368 11.69044 -7.69950 0.40
H 2.05840 10.66831 -7.33536 -0.88
H 0.70123 11.02009 -6.15329 0.07
H -1.56702 10.35162 -7.03215 0.11
H -1.70037 8.77253 -7.96376 0.35
H -1.51031 10.33162 -8.79305 0.41
C 2.21750 17.08000 -8.35730 -0.64
C 0.78850 16.61620 -8.23769 0.40
O 0.02003 16.67531 -9.16541 -0.65
C 0.42112 15.98517 -6.91488 0.08
H 2.22035 18.16502 -8.20234 0.44
H 2.64555 16.97917 -9.35375 0.44
H 2.87902 16.62691 -7.62523 -0.30
H 1.26364 15.36849 -6.59616 -0.40
H -0.43465 15.31997 -7.01427 0.32
H 0.24900 16.78834 -6.19659 0.24
C 10.32877 14.48147 -6.02874 -0.95
C 9.17114 14.79552 -5.12760 0.54
O 8.92181 15.94424 -4.81829 -0.61
C 8.25812 13.70019 -4.69690 -0.21
H 9.91934 14.11853 -6.97879 0.05
H 10.95446 13.69886 -5.60524 0.36
H 10.82648 15.40823 -6.30871 0.34
H 8.68578 13.19540 -3.82401 0.36
H 7.95448 12.96993 -5.44418 0.02
H 7.37428 14.22037 -4.32121 0.09
C 7.17539 10.11059 -3.26624 -0.25
C 7.69198 10.70078 -1.98932 0.82
O 8.45636 11.64175 -2.02777 -0.60
C 7.29284 10.05945 -0.70309 -1.10
H 7.25659 10.81206 -4.09180 -0.14
H 6.20223 9.63086 -3.20435 -0.07
H 7.88677 9.30768 -3.50210 0.57
H 7.47156 10.63982 0.19725 0.37
H 7.90950 9.15255 -0.61204 0.34
H 6.29047 9.62691 -0.67028 0.07
C -0.87837 13.32025 -4.18881 0.54
C -2.33153 13.34067 -4.58947 0.55
O -2.66221 12.99678 -5.70351 -0.60
C -3.39344 13.70483 -3.58829 -1.10
H -0.30368 13.09489 -5.08060 -0.25
H -0.74668 12.62653 -3.35691 -0.26
H -0.56072 14.30085 -3.82504 0.22
H -4.13689 12.91040 -3.55871 0.32
H -3.85476 14.63527 -3.91573 0.42
H -2.93798 13.81513 -2.60290 0.11
C -1.57054 9.84398 -2.27858 -1.14
C -0.46725 9.51673 -3.26586 0.88
O 0.63939 9.98334 -3.13601 0.00
C -0.84821 8.64503 -4.42394 -1.25
H -1.12610 10.26922 -1.37710 0.11
H -2.15030 8.95429 -2.03921 0.50
H -2.23086 10.63664 -2.64031 0.19
H -1.36668 7.73593 -4.10268 0.49
H -0.03654 8.33016 -5.07399 -0.01
H -1.62982 9.18320 -4.97178 0.32
C 4.93304 17.23106 -5.30003 -0.07
C 5.80740 18.02084 -6.23046 0.76
O 5.58172 18.05958 -7.42091 -0.55
C 6.99276 18.73045 -5.63279 -1.21
H 4.41977 17.92471 -4.63518 0.20
H 5.51384 16.62519 -4.59495 0.43
H 4.27333 16.55155 -5.82845 -0.41
H 6.72685 19.32845 -4.75336 0.37
H 7.42670 19.49192 -6.27849 0.35
H 7.70686 17.96615 -5.31917 0.17
C 5.33823 10.35818 -7.66337 0.56
C 5.13504 9.07240 -6.86708 0.67
O 5.54537 8.95285 -5.73566 -0.45
C 4.38930 7.96885 -7.58804 -1.23
H 5.87005 10.09801 -8.57779 0.69
H 5.85210 11.09856 -7.05582 -0.42
H 4.36622 10.78214 -7.93208 -0.82
H 4.45297 7.07887 -6.96358 0.27
H 4.93401 7.68028 -8.49074 0.54
H 3.38120 8.31356 -7.81877 0.18
C 3.16705 14.09130 -10.63040 -0.90
C 2.88064 12.89406 -9.75573 0.71
O 2.85285 13.00941 -8.55213 0.17
C 2.84676 11.54313 -10.42870 -1.16
H 2.26891 14.36203 -11.18854 0.44
H 3.96519 13.89875 -11.35022 0.46
H 3.51214 14.90491 -9.99690 -0.39
H 2.00183 10.94453 -10.08781 0.14
H 3.72047 10.96525 -10.11384 0.25
H 2.92110 11.66201 -11.50682 0.44
C 2.77958 7.62042 -4.54681 0.00
C 2.57018 6.14390 -4.77269 0.57
O 2.21980 5.73696 -5.85623 -0.56
C 3.17390 5.20604 -3.74671 -1.24
H 2.19914 7.99237 -3.70289 0.30
H 2.54671 8.07341 -5.50917 -0.59
H 3.83677 7.82263 -4.35914 0.49
H 2.94040 4.15699 -3.91074 0.35
H 2.92438 5.50298 -2.72729 0.33
H 4.25708 5.30643 -3.86029 0.29

---

Record 2
141
Properties=species:S:1:pos:R:3:mulliken_charge:R:1 method="wB97M-V/def2-TZVPD" charge=0 e_lumo_ev=0.18 smiles="COC[C@H](C)N.COC[C@H](C)N.COC[C@H](C)N.COC[C@H](C)N.COC[C@H](C)N.NC(N)=O.NC(N)=O.NC(N)=O.NC(N)=O.NC(N)=O.NC(N)=O.NC(N)=O" de_lowest_kcal_mol=25.54
C -18.48706 -3.00246 -7.61691 -0.79
O -18.83877 -1.66238 -7.46654 -0.34
C -18.49865 -0.86860 -8.57899 -0.85
C -18.43171 0.58106 -8.14740 0.30
C -17.24468 0.81001 -7.19900 -0.84
N -19.73773 0.91700 -7.52233 -0.82
H -18.48609 -3.37362 -8.64669 0.35
H -19.07169 -3.70197 -7.01582 0.27
H -17.46344 -3.18674 -7.23840 0.25
H -17.55996 -1.22087 -9.03001 0.41
H -19.24375 -0.98422 -9.38101 0.42
H -18.35611 1.23398 -9.01926 0.36
H -17.59344 0.75828 -6.16515 0.40
H -16.84046 1.81422 -7.31395 0.22
H -16.41250 0.11032 -7.30189 0.09
H -19.76495 0.39083 -6.65222 0.32
H -19.66516 1.89264 -7.24332 0.28
C -14.68930 2.02425 -2.93201 -1.03
O -14.66287 1.94254 -4.34205 0.33
C -13.73111 1.03391 -4.91490 -1.83
C -12.82776 1.79311 -5.86248 3.05
C -13.55358 2.33181 -7.08170 -0.72
N -11.84295 0.79080 -6.28085 -0.10
H -15.13672 1.13164 -2.47907 0.37
H -15.30151 2.87510 -2.64230 0.08
H -13.64528 2.15164 -2.62994 0.38
H -13.12382 0.65107 -4.07567 0.35
H -14.19298 0.09353 -5.24164 0.26
H -12.40150 2.58312 -5.25212 -1.39
H -12.79706 2.65889 -7.79484 0.41
H -14.13345 3.19927 -6.75703 0.21
H -14.13993 1.54602 -7.55192 -0.46
H -12.30541 0.03282 -6.78522 0.11
H -11.34074 1.23731 -7.05564 0.17
C -14.84515 5.56765 -1.75490 -0.38
O -14.07161 6.54286 -1.11724 -0.42
C -13.47483 6.01112 0.03636 -0.46
C -12.58002 6.97471 0.78984 0.39
C -11.19007 7.04192 0.17558 -1.32
N -12.58557 6.61257 2.20637 -0.73
H -15.41680 4.94058 -1.06277 0.37
H -14.18297 4.92237 -2.35397 0.00
H -15.53807 5.98795 -2.48470 0.24
H -14.23560 5.59013 0.71099 0.38
H -12.87287 5.11282 -0.21168 0.20
H -13.05776 7.95819 0.71420 0.25
H -11.21451 7.34218 -0.87432 0.30
H -10.68128 6.07315 0.22900 0.27
H -10.53642 7.73254 0.71522 0.39
H -12.13528 5.70737 2.33979 0.25
H -11.96027 7.24051 2.70441 0.28
C -8.30729 2.05726 -1.43467 -0.76
O -9.50775 1.56654 -2.00498 -0.41
C -9.57111 1.72771 -3.40191 -0.28
C -9.70166 3.16778 -3.88017 0.58
C -10.78198 3.95257 -3.14816 -0.82
N -9.80118 3.26433 -5.33607 -0.36
H -8.14800 3.11842 -1.62470 0.32
H -7.48616 1.44225 -1.82738 0.29
H -8.34383 1.86282 -0.36475 0.30
H -8.69373 1.28378 -3.89826 0.40
H -10.43540 1.16015 -3.76234 -0.19
H -8.76710 3.70854 -3.68572 0.45
H -10.85196 4.99611 -3.44916 0.14
H -10.50707 3.91328 -2.09396 0.44
H -11.75957 3.49827 -3.33940 -0.21
H -9.05087 2.76723 -5.80785 0.34
H -10.65334 2.81652 -5.66206 -0.29
C -11.97773 6.19893 -5.95986 -0.67
O -11.82928 7.31156 -6.81560 -0.37
C -11.09889 8.33840 -6.19302 -0.62
C -10.86425 9.55054 -7.10518 0.38
C -11.87777 10.66915 -6.97218 -1.53
N -10.75680 9.14315 -8.51001 -0.73
H -12.79411 5.58167 -6.34641 0.07
H -12.18175 6.34209 -4.89579 0.33
H -11.08700 5.56646 -6.07678 0.39
H -11.60014 8.69850 -5.27964 0.32
H -10.13645 7.93679 -5.83876 0.39
H -9.90599 10.00054 -6.82422 0.27
H -12.02722 11.04228 -5.96282 0.41
H -12.85060 10.35682 -7.37360 0.32
H -11.57421 11.48447 -7.63263 0.39
H -11.68829 8.98195 -8.87990 0.30
H -10.27014 8.26069 -8.60267 0.28
N -13.99264 1.54361 0.08134 -0.16
C -13.81036 1.57193 1.44795 0.60
N -14.97899 1.72742 2.16402 -0.41
O -12.72736 1.45412 1.98178 -0.64
H -14.91496 1.57951 -0.30674 0.09
H -13.19703 1.34839 -0.49607 0.13
H -15.82901 2.01222 1.71966 0.18
H -14.85233 1.61567 3.15160 0.22
N -12.31017 5.00033 -10.05812 -0.11
C -12.79134 5.72742 -11.11166 0.63
N -12.36440 7.03154 -11.19379 -0.38
O -13.66769 5.29488 -11.85953 -0.78
H -12.41279 3.99625 -10.07043 -0.13
H -11.59614 5.40273 -9.47486 0.26
H -11.55561 7.29409 -10.66262 0.17
H -12.65200 7.47318 -12.04784 0.25
N -8.43220 1.57458 -9.73963 -0.41
C -9.62004 2.18546 -9.42837 0.10
N -10.26715 2.72661 -10.52392 -0.16
O -10.10901 2.22308 -8.30939 -0.24
H -8.10112 0.94701 -9.00904 0.20
H -8.24338 1.31983 -10.69283 0.21
H -9.99607 2.51679 -11.46514 0.19
H -11.07217 3.30859 -10.37006 -0.04
N -16.81444 3.64910 -5.56186 0.12
C -17.66954 4.21945 -4.66095 0.57
N -18.04652 5.51621 -4.97155 -0.42
O -18.07386 3.67003 -3.64704 -0.67
H -16.59657 4.19579 -6.37589 0.14
H -16.20758 2.88359 -5.31027 -0.10
H -17.73613 6.03064 -5.77323 0.16
H -18.81481 5.87019 -4.43229 0.24
N -15.14311 0.84015 -10.32125 -0.17
C -14.45516 1.96976 -10.68518 0.36
N -15.06468 2.79203 -11.57786 -0.37
O -13.34057 2.20969 -10.21369 -0.45
H -15.93973 0.50440 -10.82647 0.22
H -14.76169 0.30173 -9.56124 -0.10
H -15.96627 2.54296 -11.93358 0.14
H -14.54796 3.62680 -11.84151 0.31
N -9.41899 -0.85644 -6.29674 -0.14
C -8.08377 -0.83030 -6.53458 0.65
N -7.43736 -2.04393 -6.44902 -0.42
O -7.46688 0.19323 -6.81838 -0.67
H -9.91919 -1.68864 -6.05045 0.22
H -9.89296 0.04887 -6.28569 0.04
H -7.95827 -2.89069 -6.32439 0.15
H -6.44805 -2.06328 -6.60429 0.25
N -11.87433 0.01341 -9.42166 0.15
C -12.49409 -1.07493 -8.89876 0.49
N -11.75734 -2.23402 -8.91202 -0.45
O -13.63081 -1.02143 -8.44530 -0.62
H -10.88380 0.04868 -9.58007 0.24
H -12.33436 0.91222 -9.38939 -0.18
H -10.75587 -2.26962 -8.88456 0.14
H -12.24999 -3.08729 -8.72188 0.26

---

Record 3
13
Properties=species:S:1:pos:R:3:nbo_charge:R:1 method="wB97M-V/def2-TZVPD" charge=0 e_lumo_ev="-0.82 / -1.30" de_lowest_kcal_mol=118.82
C 1.77443 0.06009 0.33783 -0.69
C 0.70573 0.33360 -0.65088 0.18
C -1.30735 -0.86832 0.18521 -0.27
N -1.80521 0.05348 -0.81880 -0.59
C -0.62553 0.56439 -0.18348 0.33
O -0.57455 1.60734 0.56684 -0.66
H 2.48642 0.89175 0.41061 0.25
H 1.34570 -0.12814 1.32408 0.24
H 2.34883 -0.81400 0.00311 0.23
H 1.00205 0.42000 -1.70176 0.20
H -1.72571 -0.86045 1.19335 0.20
H -1.02729 -1.85139 -0.19280 0.19
H -2.59753 0.59165 -0.47329 0.38

---

Record 4
20
Properties=species:S:1:pos:R:3:nbo_charge:R:1 method="wB97M-V/def2-TZVPD" charge=+1 e_lumo_ev=-3.32 de_lowest_kcal_mol=54.91
C 0.90802 2.06179 0.43902 -0.71
C 0.68251 1.09038 -0.69599 0.72
C 0.38346 -1.26496 -1.31517 -0.45
C 0.73473 -0.56428 1.04035 -0.40
C -2.54355 -1.37010 0.95225 0.32
N 0.61685 -0.17530 -0.33601 -0.31
O 0.46916 1.49206 -1.93214 -0.59
O -1.67647 -0.59801 0.73853 -0.56
H 0.00015 2.14393 1.06971 0.28
H 1.05346 3.06083 -0.07491 0.24
H -0.43864 -1.96089 -0.98495 0.24
H -0.06674 -0.72909 -2.23327 0.25
H 1.24742 -1.92302 -1.66046 0.26
H 1.85837 -0.43493 1.46488 0.22
H 0.15805 0.03971 1.71798 0.24
H 0.40938 -1.54641 0.99584 0.23
H -3.62932 -1.06709 0.99811 0.13
H -2.48156 -2.52293 0.86538 0.12
H 0.54749 2.37090 -2.07510 0.51
H 1.76723 1.89740 1.02596 0.27